# 1
Here is a structure of composition C3H3LiO4Sr in a non-equilibrium geometry from the Open Molecules 2025 dataset. Energies are from ωB97M-V with the def2-TZVPD basis set.

Geometry (Å):
C -0.38 0.89 0.27
O -0.80 2.04 0.21
O 0.81 0.49 0.44
C -1.34 -0.25 -0.22
O -0.95 -1.40 -0.33
O -2.59 0.09 -0.18
C -3.57 -0.96 -0.07
H -3.40 -1.52 0.86
H -4.54 -0.46 -0.06
H -3.48 -1.64 -0.92
Sr 2.86 -0.23 -0.81
Li 0.52 -2.38 0.34

Calculated values
Molar mass ... 197.61 g mol⁻¹
HOMO-LUMO gap ... 4.38 eV
LUMO ... -0.63 eV
HOMO energy ... -5.02 eV

# 2
Here is the ion C4H6N3 with charge +1 in a non-equilibrium geometry from the Open Molecules 2025 dataset. Energies are from ωB97M-V with the def2-TZVPD basis set.

Geometry (Å):
C 0.18 1.46 -1.90
C 1.53 0.54 1.39
C -1.65 -2.00 0.55
C -0.17 -0.13 -0.22
N 0.11 0.26 -1.47
N 0.42 0.36 0.86
N -1.24 -0.88 0.17
H 0.42 1.55 -2.94
H 0.17 2.43 -1.34
H 1.58 1.27 2.20
H 2.38 0.06 1.06
H -1.12 -2.93 0.86
H -2.61 -1.98 0.77

Calculated values
Energy above the lowest of the compared OMol25 structures with the same formula, charge and spin ... 203.5 kJ/mol
Molar mass ... 96.11 g mol⁻¹
HOMO-LUMO gap (spin up / spin down) ... 6.26 / 6.12 eV
LUMO (spin up / spin down) ... -4.72 / -8.34 eV
2S+1 ... 3
Net charge ... +1
HOMO energy (spin up / spin down) ... -10.98 / -14.46 eV

# 3
Here is a cluster of 4 separate species, C20H42N4OP in total from the Open Molecules 2025 dataset. Energies are from ωB97M-V with the def2-TZVPD basis set.

Geometry (Å):
C -2.31 3.07 -0.81
C -2.35 2.54 -2.24
C -1.04 1.83 -2.62
C -1.11 0.31 -2.44
C 0.01 -0.47 -3.14
P 1.60 -0.61 -2.27
C 2.48 -2.03 -2.95
C 1.42 -0.81 -0.49
C 0.92 -2.18 -0.01
C -0.61 -2.34 0.07
C -1.32 -1.32 0.94
C -2.87 -1.30 0.82
N -3.46 -1.63 -0.47
C 2.70 0.82 -2.64
O 2.22 2.06 -2.27
C 2.43 2.47 -0.91
C 2.70 3.96 -0.87
H -3.12 3.77 -0.61
H -1.37 3.58 -0.62
H -2.39 2.24 -0.09
H -3.20 1.86 -2.35
H -2.53 3.36 -2.94
H -0.27 2.21 -1.96
H -0.74 2.06 -3.64
H -2.06 -0.05 -2.83
H -1.10 0.09 -1.37
H 0.21 -0.05 -4.13
H -0.31 -1.51 -3.29
H 3.16 -1.69 -3.73
H 3.08 -2.49 -2.16
H 1.79 -2.76 -3.36
H 2.43 -0.62 -0.11
H 0.80 0.01 -0.12
H 1.32 -2.96 -0.65
H 1.35 -2.32 0.98
H -0.79 -3.33 0.50
H -1.03 -2.39 -0.94
H -0.94 -0.31 0.79
H -1.08 -1.56 1.98
H -3.20 -0.30 1.10
H -3.29 -1.98 1.57
H -3.60 -2.62 -0.59
H -2.93 -1.26 -1.25
H 2.81 0.81 -3.73
H 3.68 0.58 -2.20
H 3.26 1.90 -0.48
H 1.53 2.22 -0.32
H 2.46 4.41 -1.84
H 2.08 4.45 -0.11
H 3.74 4.17 -0.62
C -0.23 -2.04 5.06
C 0.81 -1.75 4.09
N 1.62 -1.51 3.31
H 0.04 -1.63 6.03
H -1.17 -1.59 4.74
H -0.35 -3.12 5.15
C 1.89 -5.41 2.46
C 1.26 -5.41 3.77
N 0.77 -5.40 4.81
H 1.20 -5.00 1.72
H 2.79 -4.79 2.48
H 2.16 -6.42 2.18
C -2.38 4.95 2.90
C -1.23 5.19 2.03
N -0.33 5.37 1.34
H -2.17 5.33 3.90
H -3.25 5.46 2.50
H -2.58 3.88 2.95

Calculated values
Molar mass ... 385.56 g mol⁻¹
HOMO-LUMO gap ... 9.54 eV
LUMO ... -2.21 eV
Net charge ... +1
HOMO energy ... -11.76 eV

# 4
Here is a cluster of 4 separate species, C3H14O3S in total in a non-equilibrium geometry from the Open Molecules 2025 dataset. Energies are from ωB97M-V with the def2-TZVPD basis set.

Geometry (Å):
C 2.06 -0.88 -0.39
C 2.04 0.65 -0.34
C 1.21 1.17 0.81
S 1.50 2.92 1.24
H 2.65 -1.20 -1.26
H 1.16 -1.46 -0.60
H 2.56 -1.24 0.51
H 3.09 0.95 -0.27
H 1.65 0.94 -1.32
H 1.35 0.64 1.75
H 0.19 0.88 0.55
H 2.04 3.28 0.08
O -1.43 -1.45 1.46
H -0.74 -1.91 0.98
H -2.18 -1.46 0.86
O -2.32 -3.01 -2.66
H -1.79 -3.31 -3.39
H -2.12 -3.62 -1.94
O -3.39 -0.88 -0.65
H -3.07 -1.58 -1.26
H -4.22 -1.28 -0.37

Calculated values
Energy above the lowest of the compared OMol25 structures with the same formula, charge and spin ... 66.2 kJ/mol
Molar mass ... 130.21 g mol⁻¹
HOMO-LUMO gap ... 8.86 eV
LUMO ... 0.12 eV
SMILES ... CCCS.O.O.O
HOMO energy ... -8.74 eV